No. 1
Here is a 2-piece molecular cluster, C6H4 overall in a non-equilibrium geometry from the OMol25 dataset. Energies are from ωB97M-V/def2-TZVPD.

XYZ file:
```
10
Properties=species:S:1:pos:R:3:lowdin_charge:R:1
C -0.750 -0.378 -0.530 -0.1420
C 0.490 0.233 -0.875 -0.1113
C -0.217 0.027 1.617 -0.0426
C 0.910 0.485 1.359 0.0122
C -1.203 -0.404 0.775 -0.1446
C 1.388 0.670 0.069 -0.1171
H -1.444 -0.612 -1.389 0.1159
H 0.916 0.268 -1.956 0.1371
H -2.431 -1.208 1.204 0.2183
H 2.340 0.920 -0.273 0.0742
```

As for the electronic energy: -6281.06104 eV. The orbital gap comes out at 9.68 eV. The spin multiplicity is 1. The energy relative to the best compared isomer or geometry (same formula, charge and spin) comes out at 136.4 kJ/mol.

No. 2
Here is C36H42BiBrN5O as an isolated structure from the OMol25 dataset. Energies are from ωB97M-V/def2-TZVPD.

XYZ file:
```
86
Properties=species:S:1:pos:R:3:lowdin_charge:R:1
Bi -0.334 -0.485 -0.058 2.0251
C -1.472 1.245 -2.756 -0.1311
C -1.976 2.287 -1.757 -0.0859
C -2.970 1.711 -0.787 -0.2901
C -4.208 2.301 -0.590 0.0130
C -5.113 1.731 0.291 0.0089
C -4.755 0.569 0.957 -0.0160
C -3.507 0.039 0.721 -0.1562
N -2.619 0.589 -0.132 -0.0368
N -0.244 0.499 -2.340 -0.2624
C 0.953 1.366 -2.423 -0.1032
C 2.174 0.635 -1.926 -0.2756
C 3.427 0.849 -2.467 0.0281
C 4.508 0.135 -1.969 0.0093
C 4.307 -0.754 -0.924 -0.0114
C 3.030 -0.907 -0.424 -0.1334
N 1.975 -0.243 -0.932 -0.0341
C -0.073 -0.641 -3.277 -0.1086
C -1.048 -1.741 -2.965 -0.2604
C -1.600 -2.536 -3.950 0.0322
C -2.456 -3.565 -3.585 0.0208
C -2.746 -3.762 -2.241 0.0024
C -2.162 -2.934 -1.311 -0.1037
N -1.321 -1.942 -1.665 -0.0547
H -1.255 1.715 -3.718 0.1449
H -2.256 0.507 -2.923 0.1353
H -2.451 3.094 -2.311 0.1401
H -1.153 2.743 -1.195 0.0949
H -4.464 3.198 -1.141 0.1378
H -6.085 2.181 0.447 0.1367
H -5.431 0.078 1.647 0.1315
H -3.196 -0.873 1.220 0.0478
H 0.792 2.257 -1.819 0.1095
H 1.106 1.692 -3.455 0.1539
H 3.555 1.560 -3.275 0.1410
H 5.497 0.278 -2.389 0.1393
H 5.128 -1.315 -0.496 0.1345
H 2.835 -1.566 0.413 0.1060
H 0.941 -1.032 -3.190 0.1364
H -0.199 -0.300 -4.307 0.1531
H -1.367 -2.346 -4.990 0.1401
H -2.903 -4.198 -4.342 0.1393
H -3.421 -4.542 -1.917 0.1340
H -2.372 -3.045 -0.253 0.0932
C 1.261 4.110 0.020 -0.0406
C 0.970 2.949 0.952 -0.1806
C 2.014 2.102 1.361 -0.1881
C 3.454 2.412 1.019 -0.0082
C 1.746 1.024 2.217 -0.2263
C 2.886 0.171 2.729 -0.0304
C 0.449 0.833 2.734 -0.2618
C 0.267 -0.186 3.845 -0.0863
C -0.575 1.743 2.411 -0.2311
C -1.905 1.679 3.129 -0.0248
C -0.316 2.796 1.512 -0.1912
C -1.367 3.869 1.322 -0.0181
H 1.500 5.020 0.578 0.1181
H 0.409 4.354 -0.615 0.0672
H 2.108 3.907 -0.633 0.0711
H 3.932 1.625 0.434 0.0651
H 4.030 2.509 1.942 0.1092
H 3.571 3.348 0.481 0.0772
H 3.237 0.558 3.692 0.1183
H 3.744 0.177 2.061 0.0657
H 2.594 -0.865 2.902 0.0738
H 0.805 0.156 4.734 0.1158
H 0.677 -1.165 3.595 0.0354
H -0.768 -0.324 4.136 0.0344
H -1.807 2.123 4.124 0.1198
H -2.260 0.659 3.272 0.0626
H -2.686 2.227 2.609 0.0682
H -2.323 3.470 0.983 0.0614
H -1.063 4.649 0.632 0.0768
H -1.558 4.360 2.280 0.1155
O 1.826 -6.502 2.025 0.1604
C 1.373 -5.377 1.505 -0.2776
C 1.781 -4.844 0.276 0.0419
C 1.235 -3.653 -0.131 -0.1456
N 0.319 -2.957 0.578 -0.1272
C -0.086 -3.522 1.719 -0.7098
Br -1.473 -2.626 2.637 0.9217
C 0.395 -4.694 2.235 0.0008
H 2.482 -6.949 1.472 0.1506
H 2.499 -5.359 -0.350 0.1380
H 1.521 -3.231 -1.090 0.1133
H 0.029 -5.105 3.166 0.1397
```

As for the electronic energy: -123372.11034 eV. Its total charge is +3. The orbital gap comes out at 7.21 eV. The spin multiplicity is 1.